Below is a molecular structure, C38H36ClCoFN5O2S, with properties calculated with ωB97M-V with the def2-TZVPD basis set.

Computed properties:
* total charge: -1
* HOMO (spin up / spin down): -3.521 / -3.521 eV
* multiplicity: 2
* energy above the lowest of the compared OMol25 structures with the same formula, charge and spin: 54.08 kJ/mol

Structure (XYZ):
```
85
C38H36ClCoFN5O2S, DFT ωB97M-V with the def2-TZVPD basis set
Co -0.61 -1.06 0.47
N 2.54 -3.77 -0.60
C 1.73 -2.77 -0.13
S 0.85 -1.83 -1.27
N 1.70 -2.57 1.16
N 0.83 -1.64 1.58
C 1.15 -0.86 2.58
C 2.39 -0.96 3.37
C 3.01 -2.19 3.63
C 4.17 -2.25 4.38
C 4.76 -1.09 4.86
C 4.16 0.13 4.61
C 2.99 0.19 3.88
C 0.20 0.22 2.79
C -0.03 0.82 4.03
C -1.01 1.77 4.15
C -1.77 2.09 3.03
C -1.50 1.45 1.84
N -0.52 0.55 1.70
H 2.78 -3.67 -1.57
H 3.29 -4.03 0.01
H 2.55 -3.09 3.26
H 4.63 -3.21 4.58
H 5.69 -1.15 5.43
H 4.62 1.04 4.97
H 2.55 1.16 3.68
H 0.54 0.48 4.88
H -1.21 2.24 5.11
H -2.56 2.83 3.08
H -2.09 1.67 0.96
C -1.43 0.79 -6.27
C -1.08 0.72 -4.78
C -0.95 -0.74 -4.34
C 0.16 1.51 -4.41
C 1.08 1.83 -5.40
C 2.24 2.54 -5.13
C 2.50 2.91 -3.83
C 1.65 2.58 -2.78
C 2.15 2.97 -1.39
C 1.11 3.62 -0.48
C 2.74 1.72 -0.73
C 0.44 1.87 -3.04
N -0.38 1.44 -2.02
C -1.68 1.70 -1.98
C -2.27 2.88 -2.54
C -3.62 3.14 -2.45
C -4.49 2.26 -1.81
C -3.96 1.11 -1.23
C -2.61 0.87 -1.30
F -2.18 -0.32 -0.69
H -2.44 0.41 -6.42
H -0.75 0.18 -6.87
H -1.39 1.82 -6.63
H -1.93 1.15 -4.25
H -0.01 -1.16 -4.69
H -1.78 -1.34 -4.74
H -0.97 -0.82 -3.26
H 0.88 1.53 -6.42
H 2.92 2.79 -5.93
H 3.40 3.47 -3.61
H 2.95 3.71 -1.54
H 0.25 2.97 -0.40
H 0.78 4.59 -0.87
H 1.52 3.78 0.52
H 1.94 1.02 -0.50
H 3.27 1.97 0.19
H 3.44 1.23 -1.41
H -1.60 3.57 -3.05
H -4.01 4.05 -2.90
H -5.55 2.45 -1.77
H -4.58 0.39 -0.72
Cl -2.95 -6.39 5.06
C -2.59 -4.94 4.15
C -2.48 -3.72 4.83
C -2.25 -2.56 4.13
C -2.13 -2.56 2.71
O -2.02 -1.46 2.07
C -2.15 -3.84 2.06
C -1.88 -3.93 0.66
O -1.57 -3.01 -0.10
C -2.42 -5.00 2.80
H -2.59 -3.70 5.91
H -2.17 -1.61 4.64
H -1.94 -4.95 0.23
H -2.47 -5.96 2.28
```



Below is a molecular structure, C38H36ClN4O4PdS, with properties calculated with ωB97M-V with the def2-TZVPD basis set.

Computed properties:
* total charge: -1
* HOMO (spin up / spin down): -2.312 / -2.314 eV
* multiplicity: 1

Structure (XYZ):
```
85
C38H36ClN4O4PdS, DFT ωB97M-V with the def2-TZVPD basis set
Pd 2.23 -0.24 0.38
C -5.79 0.97 2.65
O -4.64 0.34 2.14
C -4.81 -0.82 1.42
C -6.01 -1.50 1.29
C -6.07 -2.65 0.50
C -4.96 -3.08 -0.18
C -3.75 -2.41 -0.06
C -3.65 -1.30 0.78
N -2.47 -0.60 1.01
C -1.16 -0.94 0.72
N -0.90 -2.26 0.82
C 0.32 -2.93 0.95
C 1.55 -2.32 0.72
C 2.72 -3.04 0.89
C 2.68 -4.36 1.32
C 1.46 -4.97 1.54
C 0.27 -4.29 1.32
O -0.89 -5.06 1.38
C -1.98 -4.72 2.20
N -0.27 -0.02 0.51
C -0.67 1.28 0.24
C -0.08 2.33 0.96
C -0.42 3.64 0.70
C -1.34 3.93 -0.30
C -1.94 2.91 -1.02
C -1.62 1.58 -0.76
O -2.18 0.51 -1.40
C -3.36 0.71 -2.12
H -5.44 1.90 3.10
H -6.27 0.36 3.42
H -6.51 1.20 1.86
H -6.89 -1.16 1.80
H -7.01 -3.19 0.43
H -5.02 -3.96 -0.82
H -2.91 -2.72 -0.65
H -2.61 0.36 1.30
H -1.71 -2.82 1.05
H 3.68 -2.58 0.68
H 3.60 -4.91 1.48
H 1.41 -6.00 1.87
H -2.31 -5.64 2.69
H -2.83 -4.35 1.60
H -1.72 -3.99 2.97
H 0.64 2.07 1.73
H 0.04 4.43 1.26
H -1.59 4.96 -0.52
H -2.64 3.16 -1.80
H -3.77 -0.28 -2.33
H -3.19 1.23 -3.07
H -4.09 1.28 -1.53
S 2.12 3.60 -2.37
C 2.57 4.30 -0.84
C 2.77 5.63 -0.53
C 3.11 5.97 0.77
C 3.25 4.99 1.74
C 3.07 3.65 1.45
C 2.69 3.28 0.14
N 2.43 2.05 -0.30
C 2.10 2.00 -1.59
C 1.79 0.81 -2.27
C 1.45 0.79 -3.64
C 1.23 -0.39 -4.30
C 1.33 -1.60 -3.63
C 1.63 -1.60 -2.26
C 1.86 -0.43 -1.58
H 2.66 6.39 -1.29
H 3.27 7.01 1.03
H 3.50 5.28 2.75
H 3.19 2.88 2.20
H 1.38 1.74 -4.15
H 0.99 -0.38 -5.36
H 1.16 -2.53 -4.14
H 1.70 -2.55 -1.75
Cl 2.68 -0.24 2.68
C 4.93 -0.73 -2.36
O 4.90 -1.03 -0.97
C 4.34 -0.09 -0.13
C 5.30 0.64 0.76
H 5.08 0.35 -2.51
H 4.00 -1.03 -2.85
H 5.77 -1.29 -2.78
H 6.32 0.56 0.38
H 5.27 0.24 1.78
H 5.02 1.70 0.82
```



Below is a molecular structure, C38H36F5N5O3P3PtSeTe, with properties calculated with ωB97M-V with the def2-TZVPD basis set.

Computed properties:
* total charge: +1
* HOMO (spin up / spin down): -9.426 / -9.623 eV
* multiplicity: 1

Structure (XYZ):
```
93
C38H36F5N5O3P3PtSeTe, DFT ωB97M-V with the def2-TZVPD basis set
Pt -0.19 0.64 0.42
C 0.98 1.75 3.50
P 0.36 0.31 2.59
C 1.52 -1.01 2.99
C -1.19 -0.14 3.45
C -1.15 -0.56 4.78
C -2.31 -0.90 5.44
C -3.54 -0.83 4.79
C -3.59 -0.41 3.47
C -2.42 -0.07 2.79
P -2.44 0.42 1.04
C -3.34 -0.93 0.22
C -3.58 1.83 0.92
H 0.98 1.53 4.57
H 0.34 2.61 3.30
H 1.99 1.97 3.16
H 1.66 -1.09 4.07
H 2.47 -0.78 2.53
H 1.14 -1.96 2.61
H -0.20 -0.62 5.30
H -2.27 -1.23 6.47
H -4.45 -1.10 5.31
H -4.54 -0.36 2.95
H -4.35 -0.99 0.61
H -2.82 -1.87 0.40
H -3.35 -0.73 -0.85
H -4.58 1.56 1.24
H -3.61 2.13 -0.13
H -3.21 2.65 1.52
F 0.86 -5.96 -3.11
C 1.34 -5.93 -1.88
C 1.87 -7.06 -1.37
F 1.90 -8.14 -2.12
C 2.40 -7.12 -0.03
C 2.28 -5.90 0.73
C 1.72 -4.79 0.21
F 1.66 -3.71 0.98
C 1.21 -4.73 -1.12
C 0.61 -3.59 -1.63
C 0.15 -2.53 -0.80
N -0.29 -1.69 -0.14
C 0.36 -3.36 -3.02
N 0.16 -3.07 -4.12
F 2.73 -5.85 1.97
C 2.95 -8.27 0.50
C 3.10 -9.48 -0.24
N 3.27 -10.47 -0.80
C 3.42 -8.35 1.85
N 3.81 -8.46 2.92
Se -0.06 3.50 0.26
C -1.51 4.65 0.72
C -1.62 5.13 2.02
C -2.63 6.04 2.31
N -3.50 6.47 1.39
C -3.38 6.01 0.15
C -2.41 5.10 -0.24
H -0.92 4.83 2.79
H -2.76 6.43 3.31
H -4.11 6.39 -0.57
H -2.34 4.76 -1.26
C 0.69 0.45 -5.86
C 0.89 1.08 -4.50
O -0.29 0.82 -3.70
P -0.96 1.73 -2.60
O -1.30 0.91 -1.41
Te 0.36 3.67 -1.97
O -2.37 2.17 -3.17
C -2.54 3.14 -4.23
C -2.89 2.46 -5.53
H 1.56 0.63 -6.48
H -0.19 0.87 -6.35
H 0.54 -0.63 -5.74
H 1.06 2.16 -4.58
H 1.75 0.64 -4.00
H -1.63 3.74 -4.33
H -3.35 3.80 -3.92
H -2.11 1.75 -5.82
H -3.00 3.20 -6.32
H -3.83 1.91 -5.44
F 6.39 2.94 1.79
C 5.27 2.40 1.29
C 5.05 1.05 1.43
C 3.90 0.50 0.89
C 2.96 1.27 0.20
C 1.77 0.65 -0.44
C 3.22 2.64 0.09
C 4.36 3.21 0.63
H 5.78 0.44 1.94
H 3.75 -0.58 0.95
H 1.96 -0.40 -0.66
H 1.50 1.19 -1.35
H 2.55 3.27 -0.48
H 4.57 4.27 0.53
```



Below is a molecular structure, C38H36HfN8S, with properties calculated with ωB97M-V with the def2-TZVPD basis set.

Computed properties:
* total charge: +2
* HOMO: -13.520 eV
* multiplicity: 1
* energy above the lowest of the compared OMol25 structures with the same formula, charge and spin: 111.61 kJ/mol

Structure (XYZ):
```
84
C38H36HfN8S, DFT ωB97M-V with the def2-TZVPD basis set
Hf 0.48 0.58 -0.46
N 7.84 0.41 6.79
C 7.03 0.42 5.97
C 6.02 0.43 4.96
C 5.82 -0.69 4.15
C 4.85 -0.67 3.17
C 4.03 0.45 3.01
C 4.23 1.57 3.82
C 5.22 1.57 4.78
C 2.97 0.47 1.98
C 1.64 0.58 2.45
C 1.25 0.64 3.80
C -0.11 0.91 3.83
C -0.51 0.98 2.50
N 0.51 0.76 1.65
C 3.40 0.44 0.65
C 4.74 0.60 0.22
C 4.74 0.62 -1.16
C 3.41 0.47 -1.55
N 2.58 0.35 -0.49
H 6.44 -1.56 4.29
H 4.70 -1.54 2.54
H 3.61 2.44 3.68
H 5.39 2.44 5.40
H 1.91 0.51 4.65
H -0.73 1.03 4.70
H -1.50 1.19 2.13
H 5.59 0.71 0.88
H 5.59 0.74 -1.81
H 3.04 0.44 -2.57
C 0.48 -0.20 -3.76
N 0.48 0.75 -2.63
C 0.43 2.03 -2.92
C 0.50 3.01 -1.92
C 0.45 4.41 -2.01
C 0.58 4.89 -0.71
C 0.70 3.79 0.13
N 0.66 2.64 -0.58
C -0.81 -0.98 -3.91
C -1.31 -1.71 -2.84
C -2.46 -2.48 -2.97
C -3.12 -2.52 -4.19
C -2.63 -1.79 -5.26
C -1.48 -1.03 -5.12
H 1.30 -0.91 -3.61
H 0.68 0.35 -4.68
H 0.36 2.35 -3.95
H 0.33 4.99 -2.91
H 0.58 5.92 -0.39
H 0.82 3.77 1.20
H -0.78 -1.69 -1.89
H -2.82 -3.05 -2.12
H -4.00 -3.13 -4.31
H -3.13 -1.83 -6.22
H -1.10 -0.47 -5.97
N 0.72 -1.78 0.10
C -0.46 -2.62 0.40
C -0.40 -3.99 0.19
C -1.52 -4.77 0.46
C -2.68 -4.19 0.94
C -2.73 -2.82 1.16
C -1.62 -2.03 0.88
H 1.29 -2.30 -0.57
H 1.29 -1.73 0.95
H 0.51 -4.45 -0.17
H -1.47 -5.84 0.29
H -3.54 -4.80 1.15
H -3.62 -2.36 1.55
H -1.66 -0.96 1.05
C -4.64 0.44 -2.58
N -4.69 0.61 -1.14
C -5.94 0.44 -0.40
C -5.55 0.79 1.04
N -4.09 0.92 0.94
C -3.68 0.91 -0.35
S -2.12 1.27 -0.91
H -5.23 -0.44 -2.86
H -3.61 0.30 -2.90
H -5.05 1.31 -3.09
H -6.29 -0.59 -0.50
H -6.71 1.10 -0.80
H -5.81 0.01 1.75
H -5.99 1.72 1.38
H -3.58 1.44 1.63
```



Below is a molecular structure, C38H36IrN4OPS, with properties calculated with ωB97M-V with the def2-TZVPD basis set.

Computed properties:
* total charge: +2
* HOMO: -12.796 eV
* multiplicity: 1
* energy above the lowest of the compared OMol25 structures with the same formula, charge and spin: 20.30 kJ/mol

Structure (XYZ):
```
82
C38H36IrN4OPS, DFT ωB97M-V with the def2-TZVPD basis set
Ir -1.63 -0.17 -0.63
N -1.34 2.68 -1.36
P -0.54 1.29 -1.93
C 0.89 1.84 -2.83
C 0.74 2.60 -3.99
C 1.86 3.04 -4.67
C 3.13 2.71 -4.19
C 3.28 1.95 -3.04
C 2.16 1.51 -2.35
C -1.65 0.34 -3.03
C -1.16 -0.99 -3.15
C -1.84 -1.93 -3.90
C -3.03 -1.56 -4.53
C -3.51 -0.26 -4.42
C -2.83 0.69 -3.67
C -1.86 2.65 -0.07
C -2.19 3.81 0.62
C -2.62 3.72 1.92
C -2.71 2.46 2.52
C -2.39 1.35 1.79
N -1.98 1.44 0.50
H -1.11 3.59 -1.72
H -0.25 2.83 -4.38
H 1.76 3.63 -5.57
H 4.00 3.06 -4.72
H 4.27 1.70 -2.68
H 2.27 0.92 -1.45
H -0.19 -1.22 -2.71
H -1.45 -2.93 -4.01
H -3.57 -2.28 -5.12
H -4.43 0.02 -4.92
H -3.23 1.69 -3.56
H -2.09 4.77 0.12
H -2.87 4.61 2.47
H -3.03 2.35 3.55
H -2.45 0.35 2.20
C 2.84 0.26 2.84
C 2.16 1.12 1.96
C 1.03 0.71 1.32
C 0.49 -0.59 1.52
C -0.69 -1.09 0.89
C -1.17 -2.34 1.21
C -0.46 -3.19 2.10
C 0.68 -2.75 2.69
C 1.18 -1.45 2.43
C 2.36 -0.99 3.06
H 3.74 0.60 3.34
H 2.54 2.12 1.78
H 0.53 1.39 0.65
H -2.09 -2.71 0.79
H -0.86 -4.17 2.31
H 1.22 -3.38 3.38
H 2.87 -1.67 3.74
C -3.27 -6.87 -0.12
C -3.14 -5.36 -0.04
C -3.69 -4.70 -1.29
N -3.62 -3.23 -1.24
C -4.35 -2.41 -0.51
S -3.86 -0.80 -0.13
N -5.53 -2.78 0.01
C -6.48 -3.78 -0.44
O -7.01 -4.46 0.39
C -6.76 -3.82 -1.90
C -6.50 -2.74 -2.74
C -6.84 -2.82 -4.08
C -7.42 -3.98 -4.58
C -7.68 -5.06 -3.74
C -7.36 -4.98 -2.40
H -2.85 -7.35 0.77
H -2.74 -7.27 -0.98
H -4.32 -7.17 -0.19
H -2.09 -5.07 0.09
H -3.69 -4.98 0.83
H -4.71 -5.02 -1.48
H -3.12 -5.00 -2.17
H -2.78 -2.81 -1.63
H -5.82 -2.31 0.86
H -6.08 -1.83 -2.34
H -6.67 -1.97 -4.73
H -7.68 -4.04 -5.63
H -8.15 -5.95 -4.14
H -7.58 -5.80 -1.72
```